Below is a 2-piece molecular cluster, C5H10O4 overall in a non-equilibrium geometry, with properties calculated with ωB97M-V/def2-TZVPD.

Geometry as XYZ:
```
19
Properties=species:S:1:pos:R:3:forces:R:3:mulliken_charge:R:1
C 0.336 2.145 0.513 -0.2 -0.3 0.7 -1.30
C 0.802 0.834 -0.037 0.4 0.7 -3.3 0.61
O 1.791 0.232 0.305 -0.3 -0.3 0.7 -0.58
C 0.212 0.482 -1.575 1.3 0.6 2.5 0.02
O 0.657 -0.787 -1.909 0.0 -0.4 -0.2 -0.53
O -1.118 0.644 -1.683 -1.8 -0.6 1.1 -0.57
H 0.833 2.364 1.458 0.0 0.0 0.0 0.37
H 0.545 2.944 -0.203 0.0 -0.2 -0.1 0.37
H -0.742 2.104 0.649 -0.1 0.1 0.0 0.33
H 0.722 1.258 -2.170 -0.2 -0.1 -0.1 0.40
H 1.428 -0.978 -1.352 0.0 0.1 0.0 0.35
H -1.593 0.187 -0.876 1.1 0.8 -2.0 0.46
C -0.259 -2.175 0.783 0.3 0.2 -0.4 -1.01
C -0.902 -0.900 1.203 -1.5 -0.4 -0.1 0.34
O -1.809 -0.333 0.595 1.1 -0.5 1.0 -0.58
H 0.815 -2.108 0.963 0.0 -0.1 0.1 0.27
H -0.437 -2.378 -0.271 -0.1 0.0 0.1 0.30
H -0.648 -2.988 1.398 -0.1 0.0 0.1 0.40
H -0.633 -0.548 2.210 0.1 0.3 0.0 0.38
```
Positions in Å, forces in eV/Å.

The LUMO energy is 0.12 eV. The value obtained for the energy relative to the best compared isomer or geometry (same formula, charge and spin) is 1.858 eV. The total energy is -497.44010 Eh. Its total charge is 0. Its highest occupied orbital energy is -9.24 eV.

Below is one molecule with the formula C18H13F3N6O2 in a non-equilibrium geometry, with properties calculated with ωB97M-V/def2-TZVPD.

Geometry as XYZ:
```
42
Properties=species:S:1:pos:R:3:forces:R:3:mulliken_charge:R:1
C -4.951 7.408 3.087 -0.4 1.7 0.6 -0.09
O -4.143 0.169 1.137 -0.1 1.3 0.1 -0.64
F 0.542 -3.867 -0.320 0.0 0.3 0.2 -0.32
F 2.023 -1.586 3.232 -0.3 -0.5 -0.5 -0.30
F 1.604 -3.516 2.165 0.2 0.9 0.3 -0.29
N 2.841 -2.242 -0.235 -0.8 0.6 1.4 -0.70
N -2.936 3.534 1.121 -0.5 -0.7 0.5 -0.51
N -0.179 -0.448 0.744 1.7 -1.5 -0.6 -0.24
N -4.666 6.336 2.777 0.7 -1.7 -0.8 0.04
O 3.388 -0.233 -1.380 0.4 -0.8 -0.7 -0.39
C -3.321 1.085 1.112 -0.1 -2.9 -0.3 0.38
C 3.399 -1.570 -1.166 -1.1 -1.3 0.9 0.43
C -3.271 4.771 1.516 0.3 -0.1 0.1 -0.24
C -3.696 2.473 1.503 -0.6 2.6 0.7 0.18
C -1.457 -0.418 0.460 -0.7 -1.4 -0.6 0.32
C 0.542 -1.551 0.430 -0.4 -0.9 0.6 -0.60
C -4.868 2.698 2.293 1.0 0.1 -0.9 -0.50
C -2.162 -1.475 -0.146 -0.5 -1.0 -0.2 -0.14
C -1.484 -2.682 -0.367 0.6 1.1 0.4 -0.83
C -5.191 3.990 2.701 0.4 -0.2 -0.2 -0.33
C -0.117 -2.730 -0.041 -0.2 1.2 -0.4 0.39
C -4.363 5.063 2.333 -0.4 -1.4 0.0 0.25
N 4.016 -2.403 -2.065 0.8 1.0 -0.3 -0.54
N -2.016 0.781 0.786 -1.2 3.6 0.8 -0.14
C 2.308 -2.332 2.122 0.5 -0.6 -0.7 0.07
C 4.094 0.195 0.993 -0.8 0.3 -0.2 -0.71
C 3.243 0.545 -0.216 -0.5 -0.6 1.8 -0.17
C 2.058 -1.566 0.796 0.3 1.0 0.1 1.78
C 2.607 -0.141 1.000 -0.5 1.4 0.0 -0.94
H -2.608 5.585 1.223 -0.1 -0.2 -0.1 0.42
H -5.495 1.854 2.524 -0.1 -0.1 0.2 0.43
H -3.237 -1.443 -0.439 1.1 0.4 0.5 0.33
H -1.992 -3.540 -0.814 0.3 0.3 0.2 0.45
H -6.064 4.187 3.312 0.0 -0.1 -0.1 0.44
H 3.832 -2.111 -2.995 0.2 -0.1 -1.0 0.24
H 3.798 -3.367 -1.821 -0.1 0.5 -0.4 0.29
H -1.364 1.531 0.998 0.1 -0.3 -0.3 0.31
H 3.374 -2.596 2.119 -0.2 0.1 0.3 0.37
H 4.407 1.083 1.563 0.0 -0.8 0.0 0.31
H 4.708 -0.693 0.993 0.6 0.3 -0.3 0.24
H 2.974 1.595 -0.399 0.4 -0.8 -0.3 0.36
H 2.034 0.510 1.672 0.0 -0.4 -0.6 0.60
```
Positions in Å, forces in eV/Å.

The LUMO energy is -0.77 eV. The value obtained for the energy relative to the best compared isomer or geometry (same formula, charge and spin) is 0.000 eV. The total energy is -1472.28593 Eh. Its total charge is 0. Its highest occupied orbital energy is -8.75 eV.

Below is F36Na6P6 as an isolated structure in a non-equilibrium geometry, with properties calculated with ωB97M-V/def2-TZVPD.

Geometry as XYZ:
```
48
Properties=species:S:1:pos:R:3:forces:R:3:mulliken_charge:R:1
Na -16.428 -11.943 16.101 -0.4 -0.6 0.7 0.92
Na -20.534 -14.465 19.461 0.8 0.4 0.1 0.90
Na -20.610 -9.920 13.413 0.2 -0.3 -0.1 0.97
Na -23.923 -12.617 16.504 0.2 -0.6 -0.7 0.93
Na -20.049 -15.097 14.011 -0.4 0.4 -0.5 0.92
Na -20.205 -9.237 18.647 0.3 -0.3 0.1 0.89
P -19.683 -11.759 21.220 1.2 1.4 2.0 1.38
F -20.509 -12.273 22.488 0.0 -0.5 -0.3 -0.35
F -20.944 -12.125 20.251 -0.4 -0.6 -0.7 -0.41
F -20.367 -10.279 21.443 0.4 -0.1 -0.5 -0.41
F -18.872 -11.160 19.947 -0.4 0.4 -0.6 -0.36
F -18.419 -11.410 22.163 -0.7 0.2 -0.4 -0.39
F -19.033 -13.203 20.925 -0.7 -0.6 -0.2 -0.40
P -23.980 -15.483 14.374 0.4 -1.8 -2.3 1.19
F -23.806 -15.509 15.981 0.1 0.6 0.6 -0.38
F -23.492 -17.036 14.327 -0.4 0.5 0.2 -0.38
F -25.522 -15.852 14.487 0.0 -0.2 0.4 -0.33
F -24.092 -15.480 12.759 0.0 0.4 0.8 -0.34
F -24.378 -13.900 14.446 0.2 0.7 0.5 -0.39
F -22.391 -15.045 14.213 0.0 0.1 0.4 -0.38
P -19.925 -7.520 15.829 1.3 1.1 0.3 1.35
F -21.084 -8.340 15.008 0.2 -0.3 -0.3 -0.38
F -20.516 -6.141 15.317 -0.2 -0.4 -0.1 -0.32
F -20.922 -7.573 17.129 -0.1 0.3 0.2 -0.43
F -18.789 -6.718 16.649 -0.5 -0.3 0.2 -0.37
F -19.299 -8.914 16.414 -0.1 -0.7 0.2 -0.38
F -18.904 -7.682 14.585 -0.6 0.0 -0.4 -0.38
P -16.866 -14.525 18.519 2.5 -0.4 0.9 1.30
F -17.472 -13.051 18.393 0.0 0.9 -0.8 -0.29
F -18.348 -15.051 18.884 -0.7 -0.3 0.6 -0.38
F -17.205 -14.812 16.948 -0.2 0.1 -0.3 -0.34
F -16.281 -16.006 18.731 -0.4 0.3 -0.4 -0.34
F -15.390 -13.992 18.001 -0.4 0.3 -0.3 -0.40
F -16.420 -14.143 20.026 -0.8 -0.5 -0.4 -0.35
P -20.063 -13.091 11.305 -0.1 0.7 -1.0 1.25
F -20.016 -14.027 10.023 0.1 0.0 0.3 -0.34
F -18.889 -13.975 12.062 -0.4 -0.4 0.2 -0.42
F -18.919 -12.135 10.714 0.1 0.0 0.2 -0.36
F -20.104 -12.169 12.683 -0.1 0.8 0.2 -0.36
F -21.191 -12.121 10.652 0.2 -0.3 0.3 -0.37
F -21.211 -13.990 11.972 0.2 -0.5 0.3 -0.32
P -20.404 -12.349 16.284 0.7 0.3 -1.3 1.48
F -20.537 -11.000 15.405 -0.6 0.2 -0.2 -0.27
F -21.704 -12.991 15.536 -0.7 0.9 0.9 -0.34
F -19.549 -12.967 15.035 0.7 -0.5 0.9 -0.40
F -20.299 -13.715 17.121 0.1 0.0 0.4 -0.37
F -19.078 -11.742 16.962 0.0 -0.3 -0.3 -0.57
F -21.283 -11.627 17.451 -0.6 -0.5 -0.2 -0.46
```
Positions in Å, forces in eV/Å.

The LUMO energy is -2.05 eV. The total energy is -6618.87516 Eh. Its total charge is 0. Its highest occupied orbital energy is -12.73 eV.

Below is one molecule with the formula CClFN2O4 in a non-equilibrium geometry, with properties calculated with ωB97M-V/def2-TZVPD.

Geometry as XYZ:
```
9
Properties=species:S:1:pos:R:3:forces:R:3:mulliken_charge:R:1
O 1.769 0.546 0.555 -0.3 0.3 -0.3 -0.43
N 1.128 0.381 -0.454 0.7 -0.9 0.3 0.77
O 1.566 0.031 -1.533 -1.3 0.5 0.8 -0.49
C -0.439 0.503 -0.217 -0.7 2.3 -3.4 0.48
F -1.016 0.721 -1.516 1.5 -0.7 3.4 -0.20
Cl -0.785 1.909 0.825 0.2 -1.5 -0.8 -0.05
N -0.972 -0.815 0.344 -0.7 0.3 -0.5 0.84
O -0.378 -1.195 1.328 -0.9 -0.3 -0.8 -0.43
O -1.942 -1.248 -0.262 1.5 0.0 1.4 -0.48
```
Positions in Å, forces in eV/Å.

The LUMO energy is -1.62 eV. The value obtained for the energy relative to the best compared isomer or geometry (same formula, charge and spin) is 0.216 eV. The total energy is -1008.39802 Eh. Its total charge is 0. Its highest occupied orbital energy is -12.19 eV.

Below is a 7-piece molecular cluster, C18H39Cl12N overall in a non-equilibrium geometry, with properties calculated with ωB97M-V/def2-TZVPD.

Geometry as XYZ:
```
70
Properties=species:S:1:pos:R:3:forces:R:3:mulliken_charge:R:1
C -29.489 6.182 35.570 2.0 -1.6 1.8 -1.42
C -28.815 4.910 36.262 5.2 8.7 -4.2 -1.32
N -27.746 4.364 35.498 -3.0 1.1 -4.1 0.08
C -26.699 3.872 36.236 -1.5 0.5 -2.0 -1.17
C -26.948 2.977 37.294 -0.5 -4.6 4.5 -0.87
C -28.300 3.519 34.388 1.9 -1.6 0.6 -0.21
C -27.171 2.932 33.428 -0.6 5.6 1.4 -1.60
H -30.214 6.576 36.225 -1.1 0.7 0.3 0.37
H -29.719 6.128 34.576 -2.4 -1.7 -2.6 0.41
H -28.791 6.931 35.234 1.4 0.7 1.6 0.37
H -29.313 4.264 36.681 -6.7 -6.9 3.3 0.93
H -28.365 5.297 37.154 0.7 0.9 0.6 0.54
H -26.251 4.655 36.657 1.9 3.7 1.5 0.57
H -26.041 3.575 35.508 2.1 -1.5 -1.2 0.60
H -27.915 2.831 37.958 1.6 1.2 -1.8 0.21
H -26.146 3.254 37.995 -0.3 -0.8 0.4 0.33
H -26.748 1.948 36.969 0.0 -0.1 0.3 0.30
H -28.859 4.119 33.631 -0.5 -0.5 1.4 0.23
H -28.795 2.623 34.945 -0.1 1.3 -1.6 0.25
H -26.546 3.855 33.107 -1.2 -1.2 0.0 0.28
H -27.588 2.469 32.617 -0.9 -1.2 -2.1 0.52
H -26.440 2.401 33.871 2.0 -2.5 1.7 0.61
Cl -25.755 5.352 26.398 -0.8 0.1 0.3 -0.18
C -26.478 6.256 27.768 2.4 -3.2 2.5 0.04
C -25.311 6.795 28.639 0.1 -2.6 0.8 -0.12
Cl -24.299 7.909 27.754 0.8 0.2 -0.5 -0.18
H -27.260 5.686 28.344 1.7 -0.5 -0.2 -0.37
H -27.122 6.972 27.524 -1.8 3.7 -2.2 0.51
H -24.691 5.979 29.236 -1.2 1.4 -1.9 -0.13
H -25.681 7.406 29.401 -1.1 0.8 1.3 0.39
Cl -19.772 1.382 28.968 0.1 0.0 -0.5 -0.14
C -18.696 0.604 27.802 0.3 -1.7 -1.6 -0.56
C -18.773 -0.958 27.926 -1.5 1.8 4.2 -0.30
Cl -17.711 -1.776 26.865 0.4 -0.5 -0.6 -0.17
H -17.681 0.885 27.975 0.6 0.3 0.7 0.37
H -18.794 0.861 26.733 -1.0 0.4 0.6 0.33
H -19.821 -1.313 27.980 0.4 0.1 -1.1 0.22
H -18.553 -1.096 29.052 0.5 -0.3 -1.7 0.25
Cl -29.080 5.394 30.213 0.3 -0.3 -0.4 -0.19
C -29.571 3.735 29.615 -2.8 1.0 1.3 -0.35
C -28.668 3.092 28.638 1.5 0.4 -3.8 -0.59
Cl -27.055 2.917 29.383 0.3 -0.3 0.1 0.02
H -30.640 3.990 29.276 1.7 -1.0 0.1 0.35
H -29.632 3.204 30.578 0.0 -0.2 -0.7 0.23
H -28.451 3.795 27.692 -0.7 -1.4 2.1 0.24
H -28.905 2.056 28.159 -0.2 1.9 1.4 0.32
Cl -20.454 7.574 31.306 -0.2 -0.2 -0.1 -0.19
C -22.093 7.699 30.579 0.0 2.8 -0.9 -0.22
C -23.198 7.497 31.608 -1.9 3.1 -0.7 -0.08
Cl -22.948 6.075 32.443 0.0 -3.1 1.5 -0.15
H -22.209 6.951 29.785 0.3 0.4 0.1 0.10
H -22.059 8.823 30.158 -0.6 -2.8 0.7 0.26
H -24.283 7.508 31.139 2.4 0.0 0.7 -0.06
H -23.189 8.268 32.427 0.0 -0.2 -1.2 0.37
Cl -24.460 1.197 31.862 0.1 0.0 0.6 -0.21
C -23.980 2.749 31.212 -0.7 -0.9 -4.0 -0.36
C -23.215 2.477 29.885 -1.6 -2.3 -0.9 -0.18
Cl -22.818 3.928 29.060 0.7 1.4 -0.4 -0.19
H -23.235 3.310 31.636 1.3 1.0 2.6 0.46
H -24.833 3.370 30.977 -0.3 0.0 0.4 0.10
H -23.643 1.844 29.060 -0.8 0.7 1.2 -0.18
H -22.400 1.821 30.089 1.4 0.2 0.5 0.47
Cl -23.113 -0.326 27.658 0.4 -0.1 -0.3 -0.19
C -24.495 -0.896 28.588 -2.0 1.4 -0.2 -0.19
C -24.932 -2.286 28.182 -0.4 1.8 2.4 -0.66
Cl -26.166 -2.869 29.309 -1.1 0.2 0.0 -0.21
H -25.366 -0.171 28.377 1.2 -1.1 0.0 0.23
H -24.321 -0.712 29.630 0.5 -0.5 0.6 0.28
H -24.310 -3.080 28.279 3.0 -1.6 0.2 0.38
H -25.179 -2.232 27.197 -1.6 -0.1 -2.7 0.42
```
Positions in Å, forces in eV/Å.

The LUMO energy is 0.33 eV. The value obtained for the energy relative to the best compared isomer or geometry (same formula, charge and spin) is 0.000 eV. The total energy is -6286.03557 Eh. Its total charge is 0. Its highest occupied orbital energy is -7.99 eV.

Below is C36H40ClHfP4Se2 as an isolated structure in a non-equilibrium geometry, with properties calculated with ωB97M-V/def2-TZVPD.

Geometry as XYZ:
```
84
Properties=species:S:1:pos:R:3:forces:R:3:mulliken_charge:R:1
Hf 1.018 0.204 -0.562 -0.1 0.2 0.8 -0.35
Cl 2.019 2.971 -0.398 0.5 -0.4 -0.2 -0.01
C 0.879 4.302 -0.446 -1.2 0.1 0.1 0.82
C 1.309 5.609 -0.522 0.3 0.0 0.0 -0.69
C 0.351 6.615 -0.571 0.0 -0.2 0.0 -0.62
C -1.000 6.302 -0.544 0.0 0.0 0.0 -0.87
C -1.415 4.983 -0.460 0.1 -0.2 0.1 -0.34
C -0.470 3.959 -0.403 0.5 -0.3 0.1 0.05
P -0.937 2.191 -0.333 -1.2 0.2 -0.5 0.34
C -1.912 1.991 -1.854 0.2 -0.2 0.2 1.28
C -1.248 1.446 -2.956 0.1 0.1 0.4 -0.25
C -1.886 1.341 -4.176 0.2 -0.1 -0.1 -0.90
C -3.200 1.777 -4.300 0.1 0.0 0.1 -0.63
C -3.870 2.304 -3.206 0.0 0.0 0.0 -0.85
C -3.232 2.417 -1.981 0.2 -0.1 0.0 -0.35
C -2.064 2.081 1.084 0.4 -0.2 0.0 1.00
C -1.754 2.825 2.226 -0.1 0.0 -0.3 -1.00
C -2.529 2.695 3.365 0.0 0.0 0.1 -0.66
C -3.587 1.796 3.383 0.1 0.0 0.0 -0.66
C -3.888 1.048 2.254 0.0 -0.1 0.1 -1.02
C -3.134 1.184 1.101 0.1 0.1 -0.1 -0.64
H 2.360 5.851 -0.546 0.1 0.0 0.0 0.53
H 0.674 7.641 -0.633 0.0 0.1 0.0 0.45
H -1.729 7.096 -0.587 -0.1 0.0 0.0 0.47
H -2.467 4.739 -0.433 -0.1 0.0 0.0 0.39
H -0.192 1.109 -2.845 -0.4 0.1 -0.2 -0.04
H -1.370 0.918 -5.024 0.0 0.0 -0.1 0.48
H -3.699 1.699 -5.253 -0.1 0.0 -0.1 0.46
H -4.895 2.627 -3.302 -0.1 0.0 0.0 0.48
H -3.759 2.824 -1.129 -0.1 0.0 0.0 0.43
H -0.924 3.519 2.201 0.0 0.1 0.1 0.64
H -2.308 3.296 4.235 0.0 0.0 0.1 0.51
H -4.179 1.684 4.278 -0.1 0.0 0.1 0.46
H -4.714 0.355 2.273 -0.1 0.0 0.0 0.53
H -3.396 0.623 0.211 0.0 0.0 0.1 0.63
Se -1.320 -1.228 -0.578 1.2 0.5 0.0 0.26
P -0.111 -3.089 -0.763 -0.3 -0.5 0.1 0.32
Se 1.980 -2.371 -0.855 -0.5 1.0 0.1 -0.41
C -0.528 -3.968 -2.296 0.2 0.4 0.5 1.24
C -1.871 -4.186 -2.597 0.1 0.1 0.1 -0.42
C -2.194 -4.888 -3.743 -0.1 0.0 0.0 -0.73
C -1.194 -5.343 -4.592 0.1 0.0 0.1 -0.54
C 0.140 -5.113 -4.291 0.0 -0.1 0.0 -0.76
C 0.480 -4.434 -3.135 0.1 0.1 0.2 -0.50
C -0.420 -4.037 0.767 0.2 0.3 -0.5 1.21
C 0.628 -4.568 1.513 0.0 0.0 -0.2 -0.47
C 0.351 -5.206 2.712 0.1 0.0 0.0 -0.72
C -0.960 -5.344 3.142 0.1 0.0 -0.1 -0.59
C -2.004 -4.853 2.369 -0.1 0.0 0.0 -0.75
C -1.740 -4.182 1.188 0.0 0.1 -0.1 -0.51
H -2.649 -3.806 -1.946 -0.1 0.0 0.0 0.33
H -3.229 -5.085 -3.973 -0.1 0.0 -0.1 0.43
H -1.457 -5.880 -5.490 0.0 -0.1 -0.1 0.43
H 0.918 -5.471 -4.949 0.0 0.0 0.0 0.43
H 1.521 -4.274 -2.877 0.0 0.0 -0.1 0.31
H 1.647 -4.494 1.153 0.0 0.0 0.1 0.52
H 1.163 -5.603 3.303 0.0 -0.1 0.0 0.46
H -1.168 -5.836 4.080 0.0 -0.1 0.0 0.45
H -3.024 -4.994 2.689 -0.1 0.0 0.0 0.45
H -2.553 -3.768 0.602 -0.1 0.0 0.1 0.34
C 1.184 1.628 3.533 -0.4 0.3 -0.5 -1.38
P 1.532 0.437 2.190 0.6 -1.1 0.7 2.00
C 0.966 -1.147 2.923 -0.1 0.1 -0.3 -1.35
C 3.369 0.315 2.404 0.0 0.1 -0.3 -1.40
C 4.132 -0.333 1.256 -0.1 0.0 -0.1 -0.87
P 3.922 0.500 -0.393 0.7 -1.1 0.7 0.79
C 5.057 -0.557 -1.363 -0.4 0.0 -0.3 -1.24
C 4.948 2.001 -0.185 -0.4 0.1 -0.2 -1.51
H 1.701 1.294 4.435 0.0 -0.1 -0.2 0.53
H 0.113 1.682 3.728 0.0 0.0 0.0 0.30
H 1.548 2.621 3.268 0.0 0.0 0.0 0.40
H 1.344 -1.239 3.942 0.0 0.1 0.0 0.56
H 1.326 -1.995 2.337 0.0 0.1 0.0 0.19
H -0.125 -1.179 2.948 0.0 0.0 0.0 0.42
H 3.549 -0.252 3.324 -0.1 0.1 0.0 0.63
H 3.743 1.329 2.574 -0.1 0.0 0.0 0.46
H 3.844 -1.384 1.145 0.1 0.1 0.0 0.41
H 5.204 -0.311 1.482 -0.1 0.0 -0.1 0.61
H 5.958 -0.732 -0.774 0.0 0.1 0.0 0.45
H 5.322 -0.049 -2.290 0.0 -0.1 0.0 0.43
H 4.608 -1.523 -1.603 0.0 0.1 0.0 0.31
H 5.967 1.688 0.042 0.0 -0.1 0.0 0.48
H 4.576 2.640 0.613 0.0 0.0 0.0 0.46
H 4.953 2.566 -1.116 0.0 0.1 0.0 0.46
```
Positions in Å, forces in eV/Å.

The LUMO energy is -9.76 eV. The total energy is -8071.52597 Eh. Its total charge is +3. Its highest occupied orbital energy is -16.26 eV.